195
Properties=species:S:1:pos:R:3:forces:R:3 method="wB97M-V/def2-TZVPD" lumo_ev=0.080 total_energy_ha=-3250.50650 e_homo_ha=-0.295 max_force_ev_per_a=3.71 charge=0
C -5.9947 19.7710 18.5113 -1.655 0.811 -0.427
O -5.5657 18.5080 18.1090 0.399 0.013 -0.264
H -6.8363 20.0509 17.8778 -0.161 0.092 -0.367
H -6.4677 19.7700 19.4933 0.543 0.019 0.414
H -5.2921 20.5935 18.3776 0.539 -0.242 0.344
H -5.5080 17.9651 18.8986 0.220 -0.124 0.262
O -4.2078 17.8316 15.8061 0.792 0.037 -0.551
H -5.0346 17.9962 15.3528 -0.459 0.000 -0.202
H -4.2445 18.3901 16.5826 -0.426 0.145 0.320
O -3.3014 16.2462 18.0241 0.408 -0.398 0.354
H -4.1365 16.4805 18.4289 -0.068 0.064 0.091
H -3.0530 17.0213 17.5204 -0.039 -0.029 -0.333
O -5.2185 16.9953 20.2758 -0.255 -0.223 0.096
H -4.8365 17.0773 21.1496 0.335 0.165 0.176
H -5.8052 16.2418 20.3401 -0.259 -0.297 -0.047
C 1.3778 20.6866 19.8224 1.385 -0.212 0.325
C 0.2561 21.1087 20.7733 -1.139 0.270 -1.144
C -0.7712 21.8561 19.8430 -0.381 1.008 -0.060
C -2.1300 22.2213 20.4617 2.240 0.008 0.349
C -2.8031 20.9374 20.8802 1.484 0.786 -0.232
C -1.8543 19.9834 21.7139 -0.278 -1.495 0.334
N -0.4271 19.8815 21.2037 -1.757 0.596 -1.626
O 0.4238 19.0178 21.8970 -0.265 0.280 1.432
C -1.9788 20.4233 23.1780 -0.048 -0.173 -0.450
C -2.5428 18.5781 21.5388 1.167 0.002 -0.695
C 0.7632 21.9787 21.9511 0.540 -0.180 0.186
H 1.1022 20.0259 19.0004 -0.683 0.228 0.013
H 2.1683 20.1222 20.3169 -0.028 -0.050 0.503
H 1.9335 21.5256 19.4037 -0.356 0.332 -0.074
H -0.3567 22.7914 19.4669 0.610 0.176 0.338
H -1.0102 21.3811 18.8915 0.425 -0.964 0.176
H -2.6762 22.8437 19.7529 -0.264 -0.288 0.071
H -1.8610 22.8521 21.3089 -0.489 0.189 0.325
H -3.0499 20.4794 19.9224 -0.612 -0.468 0.298
H -3.6312 21.2929 21.4932 -0.482 -1.009 -0.073
H -3.0461 20.3153 23.3708 -0.034 0.523 0.430
H -1.4747 19.8056 23.9212 0.330 -0.066 -0.313
H -1.6187 21.4508 23.2300 -0.349 0.020 0.473
H -3.6212 18.6262 21.6898 0.071 0.182 0.325
H -2.3771 18.2335 20.5180 -0.212 0.339 -0.381
H -2.0844 17.7473 22.0752 -0.068 0.319 0.765
H 0.0348 22.5612 22.5152 -0.401 -0.149 -0.381
H 1.5492 22.6889 21.6944 -0.022 0.004 -0.491
H 1.2304 21.3289 22.6912 -0.011 -0.252 -0.020
H 0.7219 18.3322 21.2947 -0.327 0.037 -0.433
C -12.4604 20.1876 21.9441 -0.113 -0.530 1.282
C -12.1767 20.1789 20.4866 -0.444 0.663 -2.513
C -10.7501 20.8146 20.1188 -1.499 -0.373 0.377
C -9.5908 19.9001 20.3184 0.458 -0.593 -0.563
C -9.7821 18.5934 19.5814 -1.028 0.192 0.624
C -11.1327 17.8261 19.9145 1.220 1.193 0.755
N -12.2770 18.8243 19.8398 3.559 0.157 -0.499
O -13.5140 18.2002 19.9128 -0.470 0.303 0.349
C -11.2733 16.7704 18.8493 -0.520 -0.631 0.142
C -10.9587 17.1766 21.3323 -0.663 0.674 -0.040
C -13.2634 21.0697 19.7199 0.624 -0.114 1.612
H -11.6716 19.6281 22.4470 0.103 0.232 0.288
H -13.3861 19.6799 22.2149 -0.148 -0.192 -0.355
H -12.5645 21.1758 22.3923 0.347 0.189 -0.219
H -10.8788 21.1246 19.0817 0.434 -0.247 -0.275
H -10.4664 21.7265 20.6442 -0.944 0.244 0.400
H -9.2960 19.6900 21.3465 -0.374 0.362 0.306
H -8.7302 20.3802 19.8525 0.282 0.106 0.143
H -8.9311 17.9899 19.8971 -0.046 -0.567 -0.608
H -9.7595 18.8799 18.5299 0.054 -0.590 -0.192
H -11.0817 17.1466 17.8444 -0.410 0.175 -0.025
H -10.5612 15.9584 18.9967 0.203 0.091 0.198
H -12.2563 16.3142 18.9667 -0.097 -0.036 -0.473
H -10.4010 17.8594 21.9732 0.119 -0.023 0.041
H -11.9280 17.0647 21.8182 -0.151 -0.127 -0.102
H -10.4677 16.2044 21.3763 0.096 0.040 -0.427
H -13.4006 20.9380 18.6466 0.447 -0.344 0.054
H -12.9578 22.0987 19.9091 -0.169 0.195 -0.138
H -14.2217 20.9317 20.2208 -0.139 -0.026 -0.141
H -13.8498 18.4779 19.0574 -0.659 -0.373 -0.048
C -3.4753 23.6348 14.4663 1.643 0.766 0.751
C -2.2918 22.7836 15.1410 -1.113 0.346 0.382
C -2.2672 21.5101 14.3013 0.092 -0.565 0.970
C -0.9566 20.7408 14.2967 0.021 -0.693 -0.209
C 0.2898 21.6150 14.0537 -1.547 -0.723 0.210
C 0.3300 22.8476 15.0183 0.833 -0.968 -0.179
N -0.9837 23.4931 15.0435 -1.048 -1.362 -1.738
O -0.9723 24.7732 15.5798 -0.192 0.287 0.518
C 0.7300 22.3783 16.4624 0.798 0.253 -0.840
C 1.3984 23.8321 14.3606 -1.312 -0.382 1.214
C -2.7728 22.4036 16.6103 0.618 0.377 -0.486
H -3.0891 24.0384 13.5303 -0.003 -0.146 -0.239
H -3.7147 24.5083 15.0728 -0.114 -0.001 0.223
H -4.4126 23.1182 14.2600 0.279 -0.476 0.244
H -3.0248 20.8840 14.7727 -0.142 -0.262 -0.161
H -2.6463 21.6733 13.2925 0.424 0.286 -0.162
H -1.1220 19.9384 13.5778 0.504 0.278 -0.899
H -0.7770 20.0458 15.1169 -0.305 0.689 1.024
H 0.2436 21.8849 12.9986 0.235 0.595 0.020
H 1.1300 20.9310 14.1734 0.423 0.493 0.187
H 0.7448 23.2394 17.1306 -0.185 -0.047 0.110
H 0.1499 21.5588 16.8867 -0.537 0.288 -0.244
H 1.7381 21.9640 16.4528 0.308 0.164 -0.108
H 1.5974 24.6231 15.0836 0.164 0.164 -0.230
H 2.3327 23.3494 14.0736 -0.151 -0.252 0.207
H 0.9287 24.2421 13.4665 0.081 0.110 0.004
H -2.5849 23.1895 17.3418 -0.093 0.332 -0.193
H -2.2799 21.5333 17.0437 0.226 -0.240 -0.387
H -3.8405 22.1847 16.5963 -0.073 0.116 -0.041
H -1.1708 25.2894 14.7951 0.040 0.529 0.126
C -6.9494 26.2412 14.3371 -1.411 1.007 -1.046
C -8.1744 25.2520 13.9758 1.969 0.112 1.745
C -7.5658 24.3113 12.9597 1.108 -1.903 -0.575
C -8.1310 22.8859 12.9137 -0.701 0.799 0.239
C -8.1081 22.1914 14.2738 -0.409 2.250 -0.554
C -8.8023 23.1530 15.3330 -1.096 -2.164 1.432
N -8.3313 24.5475 15.2864 0.905 -1.975 -1.789
O -8.8859 25.3545 16.2629 -0.820 0.266 0.156
C -10.3428 22.9675 15.1910 0.332 -0.280 -1.307
C -8.5106 22.5166 16.7367 0.225 1.034 0.597
C -9.4003 25.8982 13.3419 -0.645 1.090 0.792
H -6.1055 25.8451 14.9020 -0.176 -0.871 -0.445
H -7.1832 27.1381 14.9106 -0.810 0.025 0.139
H -6.6479 26.6578 13.3760 0.532 -0.059 -0.078
H -7.6623 24.7049 11.9478 0.082 0.433 0.095
H -6.5026 24.1514 13.1389 0.257 0.460 0.161
H -7.6800 22.2373 12.1627 0.298 0.307 -0.146
H -9.1634 23.0359 12.5977 -0.370 -0.501 -0.024
H -7.0785 22.0070 14.5805 0.016 -0.229 0.050
H -8.6668 21.2819 14.0528 0.048 -0.204 1.066
H -10.9537 23.3570 16.0054 0.174 0.303 -0.214
H -10.6385 23.3021 14.1967 -0.378 0.854 0.169
H -10.5806 21.9135 15.0470 0.183 -0.353 0.671
H -9.0700 23.0203 17.5250 -0.412 0.243 -0.120
H -8.7773 21.4666 16.8567 -0.017 -0.103 -0.623
H -7.4928 22.6471 17.1044 0.451 -0.114 -0.523
H -9.8482 25.3640 12.5039 0.299 -0.212 0.021
H -9.1748 26.9160 13.0235 0.290 -0.040 -0.395
H -10.2066 26.0865 14.0507 0.034 -0.324 0.329
H -8.1142 25.7015 16.7166 0.069 0.123 0.248
C -5.2091 24.1060 20.0928 0.362 -0.946 -0.716
C -5.6931 25.4975 19.7144 1.145 -1.066 0.377
C -5.8130 26.2534 21.0446 -0.397 2.011 -0.090
C -5.8555 27.7921 20.8456 -0.899 -0.648 -0.884
C -4.6904 28.3078 19.9857 -0.014 -0.393 1.547
C -4.5533 27.6051 18.6124 -0.068 -0.122 0.422
N -4.6652 26.0855 18.8091 0.133 2.895 2.316
O -4.3471 25.3645 17.6758 -0.487 -0.256 -0.559
C -5.5460 28.2470 17.6488 -0.227 -0.232 -1.138
C -3.1223 27.9047 18.1332 -0.455 -0.349 -0.242
C -7.0179 25.3358 19.0801 -2.408 -0.044 -1.476
H -4.1845 24.1330 20.4636 -0.142 0.031 0.180
H -5.2287 23.4624 19.2134 0.309 0.016 -0.325
H -5.8616 23.5505 20.7665 -0.090 0.520 0.463
H -6.7711 26.0232 21.5106 -0.098 -0.475 -0.142
H -5.0751 26.0179 21.8114 0.452 -0.266 -0.431
H -6.1564 28.2821 21.7716 1.228 0.258 0.413
H -6.7826 28.0364 20.3269 -0.203 -0.268 -0.711
H -3.7662 28.1749 20.5480 0.208 -0.407 0.060
H -4.7457 29.3951 19.9323 -0.215 0.048 -0.695
H -5.3628 29.3040 17.4558 0.113 0.265 0.760
H -5.4170 27.8913 16.6265 -0.070 -0.728 -0.024
H -6.5962 28.1209 17.9117 0.047 -0.026 0.164
H -2.9366 27.4629 17.1543 0.074 -0.246 0.053
H -2.9711 28.9738 17.9834 -0.036 0.078 0.339
H -2.4387 27.5060 18.8828 0.238 0.097 -0.192
H -7.7198 24.6210 19.5096 0.170 0.110 1.098
H -7.0479 24.8708 18.0947 1.046 0.200 -0.443
H -7.5794 26.2633 18.9672 0.033 0.242 0.137
H -3.4102 25.2062 17.8127 0.214 -0.340 -0.308
C -9.6143 18.3906 13.2902 0.997 0.614 0.896
C -9.1276 17.5656 14.5313 -1.656 0.462 -0.592
C -10.2590 16.5536 14.6316 0.809 -2.820 1.191
C -9.8801 15.2097 15.3303 1.096 -0.308 -0.904
C -8.6243 14.5591 14.5907 -1.432 2.169 1.211
C -7.4401 15.5841 14.5678 -0.327 -0.867 0.175
N -7.8725 16.9366 14.1470 -1.226 -2.298 -0.486
O -6.7837 17.7767 14.0656 0.538 1.063 0.284
C -6.7669 15.5966 15.9647 -0.021 -0.464 -0.644
C -6.5212 14.9798 13.4780 0.578 1.351 0.012
C -9.0893 18.4922 15.7978 0.853 -0.502 -1.027
H -10.5842 18.8419 13.4991 0.125 0.337 0.088
H -9.7218 17.8309 12.3611 0.238 -0.369 0.274
H -8.8208 19.1276 13.1667 -0.353 0.564 -0.435
H -11.0855 16.9082 15.2473 -0.165 0.567 -0.626
H -10.5457 16.2046 13.6395 -0.418 0.521 -0.100
H -10.7117 14.5138 15.2191 -0.161 0.043 0.156
H -9.7262 15.3744 16.3968 0.285 -0.136 0.082
H -8.9652 14.3148 13.5846 0.160 0.081 -0.152
H -8.2938 13.6374 15.0696 0.011 0.088 0.013
H -5.7310 15.9353 15.9529 0.001 -0.124 -0.150
H -7.2785 16.2207 16.6974 -0.274 -0.127 -0.084
H -6.8227 14.5447 16.2451 0.406 0.091 0.637
H -7.0415 15.0209 12.5210 -0.118 -0.211 0.004
H -5.6454 15.6189 13.3658 0.224 -0.031 0.005
H -6.1412 13.9744 13.6592 -0.349 -0.015 0.305
H -8.6165 17.9878 16.6405 0.114 0.004 -0.035
H -10.0569 18.8592 16.1401 -0.141 -0.060 -0.385
H -8.4672 19.3249 15.4695 0.067 0.277 0.545
H -6.6698 17.9038 13.1209 0.241 0.140 -0.141